Entry 1:
Here is a 3-piece molecular cluster, C4H13NO2 overall at a distorted geometry from the OMol25 dataset. Energies are from wB97M-V/def2-TZVPD.

Output
Energy   -9943.1792 eV
Energy relative to the best compared isomer or geometry (same formula, charge and spin)   23.5 kcal/mol
SMILES   C=C(C)NC.O.O
HOMO energy   -8.275 eV
Largest force on an atom   1.23 eV Å⁻¹
Orbital gap   9.084 eV
Multiplicity   1

Geometry (Å):
C  1.0452  0.0972  -2.2222
C  -0.0570  0.3593  -1.2411
C  -0.5766  1.5819  -1.0620
C  0.4999  -1.6523  0.0598
N  -0.5211  -0.7536  -0.4955
H  0.9322  0.7950  -3.0592
H  2.0323  0.2990  -1.8413
H  1.0550  -0.9068  -2.6447
H  -0.1884  2.3471  -1.6721
H  -1.4650  1.8402  -0.5014
H  1.3284  -1.8870  -0.5988
H  0.8715  -1.2470  0.9940
H  -0.0161  -2.5696  0.3450
H  -0.9799  -0.3325  0.2989
H  -1.1469  -0.4369  2.8504
H  -2.0764  -1.5751  3.1817
O  -1.9635  -0.8624  2.5401
H  0.2826  2.3585  1.9467
H  0.5184  1.1381  1.0985
O  0.4255  1.4068  2.0234

Forces on atoms 1 to 6 (eV/Å):
C -0.1 0.6 -0.9
C -0.1 -0.7 0.8
C -0.1 -0.5 -0.3
C -0.8 -0.3 0.4
N 0.8 0.9 -0.3
H 0.0 -0.2 0.1

natural (NBO) atomic charge list, values in e, 8 entries:
1 C -0.67
2 C 0.21
3 C -0.56
4 C -0.42
5 N -0.61
6 H 0.23
7 H 0.23
8 H 0.22

Entry 2:
Here is a 2-piece molecular cluster, C3H10N2O overall at a distorted geometry from the OMol25 dataset. Energies are from wB97M-V/def2-TZVPD.

Output
Energy   -8299.3265 eV
Energy relative to the best compared isomer or geometry (same formula, charge and spin)   50.2 kcal/mol
SMILES   CC=O.NCN
HOMO energy   -9.268 eV
Largest force on an atom   2.49 eV Å⁻¹
Orbital gap   10.263 eV
Multiplicity   1

Geometry (Å):
O  2.7341  3.7463  0.3739
C  1.5913  3.9412  0.0644
C  0.6582  2.9828  -0.6185
H  1.2173  4.9847  0.0063
H  -0.1366  2.9311  0.1418
H  0.2194  3.4264  -1.5085
H  0.9944  1.9778  -0.8461
N  -1.8097  -1.9219  0.7043
C  -0.3947  -2.1867  0.2540
N  -0.3075  -3.4718  -0.3976
H  -1.8221  -2.1790  1.6824
H  -2.2623  -2.6935  0.2191
H  0.1502  -1.9454  1.1669
H  -0.2164  -1.4618  -0.5374
H  -1.1045  -4.0591  -0.2221
H  0.4889  -4.0710  -0.4832

Forces on atoms 1 to 6 (eV/Å):
O -0.1 -0.4 0.7
C 0.9 0.4 -2.3
C -0.7 0.0 1.2
H -0.3 0.0 0.7
H -0.3 -0.3 -0.4
H 0.0 0.2 0.0

natural (NBO) atomic charge list, values in e, 8 entries:
1 O -0.51
2 C 0.44
3 C -0.72
4 H 0.10
5 H 0.23
6 H 0.23
7 H 0.23
8 N -0.80

Entry 3:
Here is C24H36O22Rb2S as an isolated structure at a distorted geometry from the OMol25 dataset. Energies are from wB97M-V/def2-TZVPD.

Output
Energy   -82667.2934 eV
Energy relative to the best compared isomer or geometry (same formula, charge and spin)   5.2 kcal/mol
HOMO energy   -9.719 eV
Largest force on an atom   1.51 eV Å⁻¹
Orbital gap   8.129 eV
Multiplicity   1

Geometry (Å):
Rb  6.2219  -9.9987  24.3169
Rb  6.4417  -7.3239  19.5406
S  6.7023  -10.3373  20.9585
O  5.7418  -10.0592  19.8811
O  6.1876  -11.3386  21.9115
O  7.9980  -10.7568  20.3872
O  6.9728  -9.0798  21.7232
C  6.6054  -12.0306  17.4392
C  6.2671  -12.9588  18.5795
C  4.8409  -12.8063  19.1627
O  4.2500  -14.0849  18.9762
C  5.1064  -14.9309  18.3630
O  4.8654  -16.0645  18.1004
O  6.2722  -14.3069  18.0976
H  7.5943  -12.2642  17.0395
H  6.6334  -10.9959  17.7827
H  5.8900  -12.1650  16.6229
H  7.0133  -12.8379  19.3638
H  4.2707  -12.0468  18.6279
H  4.8998  -12.5547  20.2180
C  2.9209  -8.6892  18.1745
C  2.2375  -9.5039  17.0802
C  3.2338  -10.1790  16.1423
O  2.6667  -11.4766  15.9469
C  1.8164  -11.7495  16.9694
O  1.2609  -12.7790  17.1353
O  1.6386  -10.6285  17.7222
H  3.2834  -7.7212  17.8322
H  3.7234  -9.3152  18.5773
H  2.2294  -8.5478  19.0062
H  1.5193  -8.8647  16.5648
H  4.2407  -10.2595  16.5583
H  3.3172  -9.7238  15.1564
C  9.3527  -7.8081  23.3379
C  9.9419  -8.7687  22.3248
C  9.9903  -8.1737  20.9029
O  11.3320  -8.4094  20.4863
C  12.0702  -8.9042  21.5105
O  13.2191  -9.1813  21.4306
O  11.3123  -8.9937  22.6273
H  8.3089  -7.6435  23.0595
H  9.8815  -6.8572  23.3819
H  9.3245  -8.2418  24.3425
H  9.3127  -9.6582  22.2771
H  9.8242  -7.0925  20.8600
H  9.2714  -8.7018  20.2778
C  4.5379  -6.6157  22.6836
C  3.2867  -6.7568  21.8480
C  2.1439  -5.8238  22.2554
O  1.6359  -5.3683  21.0004
C  2.4723  -5.7101  20.0039
O  2.3083  -5.4625  18.8580
O  3.5729  -6.3549  20.5027
H  5.4292  -6.9932  22.1769
H  4.4902  -7.1237  23.6476
H  4.7218  -5.5600  22.8994
H  2.9268  -7.7883  21.8568
H  2.4859  -4.9756  22.8468
H  1.3850  -6.3918  22.7873
C  7.0721  -15.1006  21.3605
C  7.6194  -15.3031  22.7564
C  7.1808  -14.2005  23.7606
O  6.5252  -14.9628  24.7877
C  6.5919  -16.2926  24.5432
O  6.2485  -17.1181  25.3213
O  7.0217  -16.5032  23.2874
H  7.0685  -14.0412  21.0916
H  6.0146  -15.3791  21.3793
H  7.5823  -15.6437  20.5711
H  8.6970  -15.4598  22.7951
H  6.4274  -13.5588  23.3103
H  8.0269  -13.6904  24.2145
C  10.6612  -12.8780  22.3207
C  9.9506  -13.0716  21.0136
C  10.5118  -12.2516  19.8556
O  11.4438  -13.1802  19.2592
C  11.0567  -14.4250  19.5626
O  11.5036  -15.4183  19.0954
O  10.0553  -14.4023  20.4876
H  10.4117  -11.8754  22.6872
H  11.7522  -12.8654  22.2539
H  10.3741  -13.5826  23.1006
H  8.8995  -12.8018  21.1094
H  11.0428  -11.3679  20.2051
H  9.8047  -11.9890  19.0741

Forces on atoms 1 to 6 (eV/Å):
Rb 0.1 -0.2 -0.4
Rb -0.1 -0.3 -0.1
S 1.3 -0.7 -0.4
O -0.4 0.4 -0.1
O -0.2 -0.2 0.3
O -0.3 -0.1 0.0

Löwdin atomic charge list, values in e, 8 entries:
1 Rb 0.94
2 Rb 0.95
3 S 0.16
4 O -0.46
5 O -0.50
6 O -0.36
7 O -0.62
8 C -0.02